Entry 1:
Here is a cluster of 10 separate species, C29H57BBr18FNO7 in total from the Open Molecules 2025 dataset. Energies are from wB97M-V/def2-TZVPD.

CARTESIAN COORDINATES (ANGSTROEM)
C -4.91184 -4.64107 -2.41156
C -4.39463 -4.38283 -3.79310
O -3.42153 -3.31693 -3.88075
C -2.54612 -3.22503 -2.86947
O -1.97084 -4.15874 -2.43623
C -2.37140 -1.83179 -2.37817
C -1.11273 -1.68307 -1.54880
C 0.16679 -1.82845 -2.35128
C 1.40616 -2.09417 -1.53140
F 2.47436 -1.63694 -2.24807
C 1.44792 -1.33607 -0.21714
C 1.00143 -2.11662 1.00026
C 0.59415 -1.20772 2.13933
N -0.01419 -2.01120 3.20261
O 1.56905 -3.45671 -1.22051
C 1.59367 -4.32179 -2.24207
O 2.26948 -4.24020 -3.19730
O 0.74312 -5.34352 -2.03452
B 1.14415 -6.27183 -1.06588
O 1.31094 -7.55589 -1.41012
O 1.30130 -5.92508 0.24893
H -4.17537 -5.12625 -1.80262
H -5.73048 -5.33045 -2.49818
H -5.23659 -3.73653 -1.93900
H -4.00278 -5.27179 -4.25107
H -5.21142 -4.05434 -4.40328
H -3.22314 -1.60717 -1.76050
H -2.40444 -1.14767 -3.20749
H -1.12369 -0.69622 -1.12044
H -1.17805 -2.37476 -0.73096
H 0.34513 -0.89931 -2.85578
H 0.04837 -2.56647 -3.12800
H 2.48680 -1.10018 -0.07527
H 0.93506 -0.39839 -0.31935
H 0.19252 -2.79709 0.79656
H 1.81671 -2.72475 1.33944
H -0.11398 -0.48441 1.74879
H 1.46732 -0.71969 2.53118
H -0.80511 -2.49527 2.80778
H -0.39488 -1.36791 3.88626
H 1.16245 -7.69829 -2.34646
H 2.12190 -5.46460 0.41529
Br -9.23219 -5.53686 -3.18627
C -9.18547 -7.29078 -4.02286
C -7.79363 -7.86185 -4.02131
Br -6.65966 -7.01296 -5.35539
H -9.58760 -7.17726 -5.02280
H -9.84904 -7.91723 -3.43243
H -7.81328 -8.91639 -4.28304
H -7.29838 -7.73297 -3.06506
Br -7.79959 -3.19403 -0.94362
C -8.00203 -3.84935 0.87430
C -6.86504 -4.75619 1.26003
Br -7.02259 -6.50707 0.42590
H -8.96430 -4.34575 0.92154
H -8.01750 -2.96628 1.50763
H -6.87134 -4.94031 2.33099
H -5.90084 -4.35815 0.96506
Br -0.05650 0.71090 5.33606
C 1.16105 0.18786 6.75807
C 2.55836 0.67146 6.48174
Br 3.42969 -0.37980 5.09957
H 1.10111 -0.89143 6.83834
H 0.77135 0.64365 7.66457
H 3.17773 0.56800 7.36876
H 2.57474 1.70174 6.14459
Br 1.54649 2.87479 2.52341
C 2.29117 4.22762 3.70387
C 1.21807 4.95470 4.46710
Br 0.27939 6.23331 3.34496
H 2.88368 4.89324 3.08617
H 2.94470 3.69093 4.38803
H 1.66015 5.54242 5.26869
H 0.46866 4.28566 4.87547
Br -0.04081 10.60662 3.36524
C 0.75286 10.86042 1.61087
C 1.34947 9.57270 1.10863
Br 2.99629 9.12456 2.03826
H 1.48284 11.65517 1.71077
H -0.05036 11.18385 0.95383
H 1.60762 9.64918 0.05556
H 0.68382 8.73026 1.25944
Br 6.99061 8.10384 4.84963
C 7.69095 7.37983 3.18494
C 6.60530 7.18449 2.16312
Br 5.50546 5.63299 2.56455
H 8.19453 6.45357 3.43501
H 8.41721 8.10689 2.83158
H 7.03317 6.99309 1.18274
H 5.93425 8.03417 2.10572
Br -1.09785 -1.21617 -5.86386
C -1.10870 -3.11347 -6.31075
C 0.27899 -3.66324 -6.48075
Br 1.05615 -3.12205 -8.18144
H -1.70882 -3.21671 -7.20741
H -1.61120 -3.60086 -5.48237
H 0.25360 -4.74922 -6.50629
H 0.96365 -3.33530 -5.70487
Br 2.42576 8.96686 5.84534
C 3.26324 10.26187 7.02982
C 2.25171 11.03014 7.83584
Br 1.33688 12.37290 6.76862
H 3.87035 10.90609 6.40434
H 3.90634 9.68388 7.68867
H 2.74274 11.57767 8.63609
H 1.48452 10.38781 8.25184
Br 3.93146 -1.56167 -4.74108
C 4.85648 -1.03898 -6.36844
C 5.59713 -2.19093 -6.99208
Br 7.23078 -2.61580 -6.02156
H 5.51739 -0.22029 -6.10706
H 4.08355 -0.68167 -7.04261
H 5.91584 -1.94034 -8.00057
H 5.00389 -3.09660 -7.01305

Output
* SMILES: CCOC(=O)CCC[C@@](F)(CCCN)OC(=O)OB(O)O.BrCCBr.BrCCBr.BrCCBr.BrCCBr.BrCCBr.BrCCBr.BrCCBr.BrCCBr.BrCCBr
* HOMO level: -9.161 eV
* E: -1310984.255 eV
* gap between HOMO and LUMO: 9.39 eV

Entry 2:
Here is a structure of composition C29H59AsCl2O10P2SV from the Open Molecules 2025 dataset. Energies are from wB97M-V/def2-TZVPD.

CARTESIAN COORDINATES (ANGSTROEM)
V 1.25862 0.64218 -0.12508
C 0.43279 3.22554 5.05963
C -0.67671 2.78016 4.13936
C -1.40000 3.91655 3.45951
O -0.08845 1.96676 3.03710
P 0.08187 0.40256 3.01248
O 0.95861 0.01453 1.87331
C -1.52254 -0.28571 2.66360
P -2.01755 0.16950 0.96469
O -0.87224 0.46659 0.05074
O -2.93013 1.43469 1.04118
C -4.37408 1.40621 1.37798
C -5.12301 1.85249 0.14537
C -4.59038 2.30202 2.57366
O -2.89298 -1.08102 0.64816
C -3.36771 -1.57757 -0.65678
C -2.52955 -2.79219 -0.98181
C -4.83785 -1.88300 -0.50872
O 0.58418 0.07816 4.43848
C 0.78900 -1.21332 5.14172
C -0.50939 -1.63614 5.78622
C 1.38712 -2.24014 4.21090
H 0.00558 3.81115 5.87428
H 1.13759 3.85954 4.51983
H 0.96596 2.37930 5.48585
H -1.37809 2.12493 4.66208
H -0.68298 4.59170 2.98866
H -1.96276 4.48791 4.19754
H -2.08899 3.54416 2.70324
H -2.28333 0.02037 3.38418
H -1.44196 -1.37392 2.68994
H -4.62727 0.37423 1.62702
H -4.85126 2.87667 -0.11088
H -6.19628 1.81683 0.33360
H -4.90306 1.21005 -0.70828
H -4.34203 3.33538 2.33172
H -3.99563 1.98421 3.43155
H -5.64078 2.26505 2.86262
H -3.21513 -0.78199 -1.38725
H -2.72676 -3.58011 -0.25341
H -1.46842 -2.54298 -0.95878
H -2.78301 -3.16660 -1.97414
H -4.99189 -2.62155 0.27829
H -5.21762 -2.29376 -1.44427
H -5.41505 -0.98839 -0.27450
H 1.51126 -0.93546 5.90632
H -1.23312 -1.98207 5.04580
H -0.94363 -0.82092 6.36333
H -0.31435 -2.46356 6.46856
H 0.68226 -2.52226 3.42465
H 1.62385 -3.13617 4.78517
H 2.30102 -1.87181 3.74718
O 1.44609 -1.41087 -0.45311
S 1.98662 -2.55557 0.41498
C 1.24413 -4.02772 -0.34470
C 2.38865 -4.97760 -0.67808
C 3.50435 -4.08558 -1.21334
C 3.64472 -2.95144 -0.20237
H 0.77779 -3.62686 -1.24715
H 0.48006 -4.43289 0.31486
H 2.06401 -5.72742 -1.39826
H 2.72249 -5.50846 0.21593
H 3.23778 -3.68613 -2.19427
H 4.44578 -4.62191 -1.32192
H 4.05922 -2.02337 -0.58946
H 4.21755 -3.25130 0.67754
O 2.64193 1.61313 -1.09188
O 2.79094 2.27890 -2.18952
C 0.28299 1.87861 -3.80823
As 0.60800 0.36196 -2.65091
C -0.91625 -0.69030 -3.19174
C 2.11559 -0.58467 -3.46226
C 2.08136 -0.57752 -4.96128
C 1.37988 -1.55526 -5.66156
C 1.31725 -1.52328 -7.04738
C 1.95657 -0.50995 -7.74732
C 2.66412 0.46525 -7.05721
C 2.72456 0.43259 -5.67229
H 0.23147 1.50553 -4.83063
H 1.07125 2.61159 -3.70949
H -0.67720 2.31933 -3.54047
H -1.04636 -0.57635 -4.26709
H -1.79494 -0.30704 -2.67876
H -0.77461 -1.74308 -2.95905
H 2.06976 -1.59525 -3.05484
H 3.01163 -0.10282 -3.07396
H 0.89226 -2.35904 -5.11961
H 0.77757 -2.29443 -7.58120
H 1.91290 -0.48648 -8.82779
H 3.17440 1.25006 -7.59968
H 3.28166 1.19222 -5.13489
C -0.43047 3.73364 -0.55322
C 0.91089 3.81863 0.13306
O 1.26365 2.55680 0.79048
H -0.68956 4.71451 -0.95476
H -1.21413 3.42083 0.13858
H -0.39787 3.02624 -1.38122
H 0.92145 4.58398 0.90959
H 1.71906 4.02904 -0.56313
H 0.77148 2.55546 1.62955
Cl 3.89892 0.34532 1.33302
C 5.26567 0.89127 0.31083
Cl 5.42708 0.00396 -1.19925
H 6.16169 0.71247 0.89188
H 5.11236 1.94243 0.10138

Output
* HOMO level (alpha / beta): -12.701 / -12.693 eV
* spin multiplicity: 4
* E: -192481.181 eV
* gap between HOMO and LUMO (alpha / beta): 7.77 / 7.64 eV
* energy relative to the best compared isomer or geometry (same formula, charge and spin): 373.9 kJ/mol
* charge: +2

Entry 3:
Here is a cluster of 13 separate species, C29H59Cl3F9N4O20P in total from the Open Molecules 2025 dataset. Energies are from wB97M-V/def2-TZVPD.

CARTESIAN COORDINATES (ANGSTROEM)
N -13.53584 -12.42681 12.70238
H -13.07692 -11.56117 12.45710
H -14.46207 -12.28632 13.07982
H -13.01963 -12.72260 13.51855
H -13.41190 -13.12759 11.98568
N -10.58477 -12.55899 11.84878
H -11.08164 -13.43227 11.74582
H -11.14862 -11.76300 11.58690
H -9.68907 -12.54900 11.38216
H -10.48025 -12.42746 12.84471
N -11.01862 -16.54945 13.84512
H -11.21193 -16.47616 12.85651
H -11.02442 -15.69499 14.38360
H -10.21901 -17.16420 13.89822
H -11.72081 -17.10986 14.30661
N -14.35728 -15.28618 16.26433
H -14.98026 -15.16372 15.47884
H -13.52051 -14.73075 16.15749
H -14.18634 -16.24610 16.52783
H -14.85431 -14.96504 17.08283
C -11.31426 -12.88278 15.91174
O -10.61410 -12.30794 14.82718
O -12.49798 -13.27909 15.28828
C -10.58514 -14.09112 16.65010
F -9.66269 -13.76428 17.46437
F -11.41824 -14.81564 17.32059
F -10.04770 -14.91327 15.79705
C -9.63895 -11.23053 15.11622
C -8.75639 -11.08243 13.86623
H -8.13980 -11.90083 13.49456
H -9.33835 -10.66892 13.04255
H -8.05056 -10.27582 14.06443
H -8.94990 -11.44382 15.93343
H -10.14436 -10.28247 15.30020
H -11.58995 -12.08407 16.60032
P -8.77781 -10.76595 9.10495
F -9.06508 -9.51524 8.11200
F -9.12432 -11.72530 7.79336
F -7.25223 -10.94111 8.77308
F -8.46758 -12.08443 9.98327
F -8.52749 -9.76442 10.31538
F -10.40212 -10.75602 9.43650
C -14.84206 -10.55023 17.39415
Cl -14.67338 -12.03942 18.31600
Cl -16.04672 -10.80791 16.07431
Cl -13.29894 -9.86050 16.85751
H -15.29031 -9.75565 17.99065
C -5.63932 -13.70256 10.63541
C -6.22340 -14.93718 11.19308
C -5.30534 -15.75725 12.14927
O -6.07304 -15.96218 13.31536
C -7.30478 -15.44167 13.04343
O -8.33257 -15.69410 13.68189
O -7.26997 -14.61131 12.04939
H -5.20374 -13.19398 11.49547
H -6.32996 -12.90349 10.36595
H -4.87616 -13.83621 9.86871
H -6.58318 -15.65208 10.45310
H -4.39352 -15.16285 12.20732
H -5.03507 -16.67385 11.62495
C -7.09749 -18.39189 19.39643
C -8.35819 -18.98531 18.74496
C -9.64384 -18.59394 19.41112
O -10.36882 -17.98789 18.26751
C -9.71596 -18.06946 17.19161
O -10.18041 -17.80194 16.11999
O -8.48784 -18.56656 17.45952
H -7.13872 -17.30337 19.35732
H -6.16358 -18.81191 19.02294
H -7.04609 -18.62881 20.45913
H -8.25272 -20.06422 18.63121
H -9.49590 -17.89448 20.23390
H -10.18572 -19.48556 19.72652
C -10.12913 -7.71848 16.93283
C -10.61614 -6.30244 17.32402
C -12.08576 -6.03760 16.63759
O -12.67752 -5.46279 17.78394
C -12.04156 -5.78334 18.93007
O -12.37365 -5.56893 20.12125
O -10.86833 -6.43379 18.66816
H -9.77046 -7.72806 15.90358
H -10.93662 -8.43993 17.05754
H -9.28300 -7.98895 17.56451
H -9.79124 -5.59102 17.28514
H -12.52142 -7.02124 16.46224
H -11.93371 -5.46825 15.72063
C -6.42668 -14.14686 16.31374
C -6.05045 -12.80455 16.98226
C -4.61086 -12.59380 17.51698
O -4.19435 -11.39255 16.88783
C -5.10707 -10.97757 15.94610
O -5.05539 -9.90472 15.40461
O -6.12259 -11.85773 15.93142
H -5.68378 -14.41132 15.56123
H -7.35422 -14.07310 15.74600
H -6.43822 -14.96488 17.03403
H -6.73454 -12.26590 17.63798
H -3.98509 -13.47734 17.39108
H -4.74117 -12.47671 18.59281
C -5.14617 -7.28183 13.61511
C -6.59954 -7.49889 13.91060
C -7.36244 -6.28734 14.31061
O -8.38428 -6.14476 13.33163
C -8.35481 -7.20681 12.57573
O -9.21921 -7.50273 11.74972
O -7.27127 -7.99645 12.81665
H -4.67214 -8.22781 13.35335
H -4.66598 -7.00662 14.55414
H -5.01697 -6.44549 12.92813
H -6.64468 -8.26281 14.68680
H -6.67473 -5.44339 14.25683
H -7.88990 -6.45722 15.24924
C -10.07441 -14.66230 21.49309
C -11.32694 -14.25621 20.64221
C -12.07977 -15.47509 20.32957
O -13.35375 -14.96991 20.20859
C -13.45974 -13.84585 20.92482
O -14.46938 -13.22776 21.30231
O -12.24779 -13.54031 21.38172
H -10.34231 -15.43142 22.21752
H -9.65677 -13.88609 22.13432
H -9.27759 -15.04747 20.85682
H -10.93400 -13.72870 19.77306
H -11.95370 -16.26512 21.06988
H -11.63006 -15.95143 19.45838

Output
* HOMO level: -13.466 eV
* E: -149241.536 eV
* gap between HOMO and LUMO: 6.64 eV
* charge: +2

Summary of max |F| in eV/Å
2.3; 0.9; 5.3
(order as listed above)